{
  "formula": "C69H86CsN5O3P3SbSi",
  "method": "wB97M-V/def2-TZVPD",
  "elements": ["Cs", "C", "C", "C", "P", "C", "C", "C", "C", "C", "C", "C", "C", "C", "Si", "C", "C", "C", "C", "C", "C", "P", "C", "C", "C", "C", "C", "C", "C", "C", "C", "C", "C", "C", "P", "C", "C", "C", "C", "C", "C", "H", "H", "H", "H", "H", "H", "H", "H", "H", "H", "H", "H", "H", "H", "H", "H", "H", "H", "H", "H", "H", "H", "H", "H", "H", "H", "H", "H", "H", "H", "H", "H", "H", "H", "H", "H", "H", "H", "H", "H", "H", "H", "H", "H", "H", "H", "H", "H", "H", "H", "H", "H", "H", "H", "C", "O", "C", "C", "C", "C", "C", "C", "C", "N", "C", "C", "N", "C", "C", "C", "C", "N", "C", "C", "N", "C", "C", "C", "C", "H", "H", "H", "H", "H", "H", "H", "H", "H", "H", "H", "H", "H", "H", "C", "C", "C", "C", "C", "C", "H", "H", "H", "H", "H", "O", "C", "C", "C", "C", "O", "N", "H", "H", "H", "H", "C", "Sb", "C", "C", "H", "H", "H", "H", "H", "H", "H", "H", "H"],
  "coordinates": [[-0.084682, 0.323547, -0.937133], [-6.940055, -1.608933, -1.506791], [-6.382101, -0.296889, -0.949802], [-6.974750, 0.892842, -1.714256], [-4.545026, -0.508627, -0.673771], [-3.901564, 1.142594, -0.145604], [-3.602046, 2.225315, -1.179105], [-4.749479, 1.677386, 1.009917], [-3.877036, -0.805841, -2.381198], [-4.290653, -0.029279, -3.466941], [-3.860044, -0.284514, -4.763140], [-2.982789, -1.334381, -4.981180], [-2.546516, -2.104818, -3.910470], [-2.967552, -1.880536, -2.588149], [-2.159696, -2.769292, -1.055205], [-1.244628, -4.250228, -2.002164], [-1.841517, -5.234515, -2.810369], [-1.107583, -6.043051, -3.662144], [0.275772, -5.900091, -3.741682], [0.907399, -4.987933, -2.917654], [0.174545, -4.190395, -2.026872], [0.926708, -3.081170, -0.767961], [2.530387, -3.983941, -0.295879], [2.065785, -5.329090, 0.277126], [3.800101, -4.196545, -1.132071], [2.468126, -1.546669, -2.497852], [0.983030, -1.588358, -4.497717], [3.558389, -0.826076, -1.714829], [-3.745692, -3.705755, -0.370733], [-4.680548, -4.328734, -1.203170], [-5.781863, -5.023786, -0.714371], [-5.993026, -5.087513, 0.654272], [-5.107319, -4.437702, 1.509435], [-3.995909, -3.747356, 1.024158], [-2.874733, -2.727538, 2.087115], [-1.452966, -3.904355, 2.348004], [-0.539807, -3.378037, 3.456445], [-1.779155, -5.388770, 2.507431], [-3.672940, -2.567562, 3.772994], [-3.948034, -3.740816, 4.716923], [-4.901667, -1.654447, 3.629230], [-8.032890, -1.559512, -1.575660], [-6.671062, -2.462233, -0.876555], [-6.547930, -1.799905, -2.510073], [-6.726515, -0.220215, 0.086072], [-6.926091, 0.737656, -2.794506], [-6.490309, 1.839290, -1.483930], [-8.036375, 0.992462, -1.456321], [-2.940496, 0.897003, 0.317228], [-4.501595, 2.642369, -1.643339], [-2.962637, 1.849002, -1.982262], [-3.068376, 3.038848, -0.678793], [-5.677727, 2.136821, 0.653020], [-4.178913, 2.429279, 1.560478], [-5.015054, 0.882366, 1.716305], [-4.949920, 0.813156, -3.297855], [-4.190497, 0.344469, -5.580569], [-2.625821, -1.550394, -5.983263], [-1.864754, -2.922341, -4.117772], [-2.917355, -5.354132, -2.794404], [-1.613841, -6.771470, -4.286827], [0.854069, -6.501286, -4.434418], [1.982672, -4.896938, -2.972338], [2.834761, -3.369540, 0.560085], [1.812466, -6.029330, -0.522069], [1.177618, -5.223461, 0.906697], [2.857828, -5.778774, 0.884565], [3.631199, -4.802973, -2.022081], [4.534704, -4.738432, -0.522191], [4.265548, -3.264236, -1.439873], [2.818977, -2.524249, -2.844436], [0.111924, -1.785854, -3.874281], [1.402165, -2.551042, -4.817934], [0.647143, -1.033212, -5.378312], [3.289461, 0.227922, -1.598201], [4.522891, -0.898812, -2.223245], [3.652434, -1.259503, -0.717798], [-4.571692, -4.224581, -2.279090], [-6.481002, -5.491865, -1.399902], [-6.849612, -5.617081, 1.057905], [-5.313049, -4.459931, 2.568659], [-0.902993, -3.781024, 1.408742], [-0.953423, -3.571179, 4.451870], [-0.383051, -2.297904, 3.364258], [0.441530, -3.865385, 3.406247], [-2.458141, -5.582274, 3.341420], [-0.859071, -5.959381, 2.686158], [-2.248277, -5.784962, 1.604491], [-2.906253, -1.956825, 4.262096], [-4.730740, -4.410905, 4.361973], [-4.279645, -3.348062, 5.685848], [-3.059116, -4.344494, 4.898319], [-5.710031, -2.148038, 3.088353], [-4.649661, -0.743989, 3.078881], [-5.284053, -1.361292, 4.612918], [10.885267, 6.528459, 7.079592], [10.136188, 7.102373, 6.025435], [9.188190, 6.326042, 5.433036], [8.489509, 6.914043, 4.380778], [7.506773, 6.207801, 3.718748], [7.194038, 4.899694, 4.087848], [7.890484, 4.329669, 5.133234], [8.888586, 5.027275, 5.816122], [6.131067, 4.178644, 3.352632], [5.419101, 4.686353, 2.383604], [4.549006, 3.678082, 2.007988], [4.758072, 2.561318, 2.764742], [5.782222, 2.890961, 3.624300], [4.023823, 1.336388, 2.605443], [4.231961, 0.168206, 3.342770], [3.463176, -0.939008, 3.079726], [2.499793, -0.850667, 2.069390], [2.288369, 0.241843, 1.365182], [3.025624, 1.337022, 1.620270], [2.759210, 2.545443, 0.818747], [1.749326, 2.481106, -0.063117], [1.487116, 3.536285, -0.797853], [2.220268, 4.732838, -0.715100], [3.241192, 4.816197, 0.189455], [3.524440, 3.701195, 0.994787], [11.603545, 7.281462, 7.389299], [11.420936, 5.635464, 6.749840], [10.246696, 6.269632, 7.927277], [8.734689, 7.930167, 4.098657], [6.953646, 6.654511, 2.901723], [7.667073, 3.318946, 5.456063], [9.405301, 4.546830, 6.632985], [6.176710, 2.302669, 4.334216], [4.990949, 0.137969, 4.118168], [3.588563, -1.859955, 3.633468], [1.866304, -1.702652, 1.830845], [0.659764, 3.447644, -1.493756], [1.969485, 5.558084, -1.368285], [3.834494, 5.715168, 0.304945], [-2.633182, 3.914916, 3.648411], [-2.095022, 4.469342, 2.490634], [-1.426713, 3.653228, 1.571171], [-1.250855, 2.253896, 1.701938], [-1.819479, 1.763227, 2.906204], [-2.483732, 2.545625, 3.854992], [-3.158438, 4.533564, 4.369802], [-2.198720, 5.539011, 2.311242], [-1.016755, 4.161919, 0.689347], [-1.757438, 0.690995, 3.118366], [-2.901505, 2.091976, 4.753498], [2.048123, 2.742245, -3.472274], [2.245251, 1.511294, -3.666274], [3.540523, 1.028846, -4.333506], [3.241801, -0.437116, -4.636188], [2.006982, -0.755745, -3.740818], [1.362256, -1.723763, -1.597155], [1.432582, 0.520395, -3.354409], [4.365163, 1.164295, -3.627666], [3.759006, 1.636120, -5.213584], [4.082144, -1.114235, -4.454022], [2.949603, -0.559904, -5.681671], [-2.822437, 3.068095, -4.997849], [-0.892772, 2.806472, -3.980615], [-1.163831, 4.704197, -2.946876], [0.080922, 3.720995, -5.672221], [-2.917839, 4.103250, -5.339292], [-3.647345, 2.832462, -4.320024], [-2.886683, 2.398969, -5.859502], [-0.266856, 5.319837, -3.059566], [-1.352507, 4.545749, -1.882676], [-2.018059, 5.223527, -3.385963], [-0.506585, 4.582283, -5.998078], [0.146895, 3.001081, -6.492109], [1.086207, 4.017628, -5.375657]],
  "forces_ev_per_angstrom": [[-1.688, 1.175, 0.962], [-0.007, -0.058, 0.088], [-0.050, 0.077, -0.060], [-0.076, -0.083, -0.034], [0.214, -0.333, -0.147], [0.033, 0.188, -0.056], [-0.013, 0.032, 0.014], [-0.101, 0.075, 0.015], [0.032, -0.004, -0.086], [0.002, 0.006, 0.040], [0.041, -0.024, 0.091], [0.005, -0.007, 0.048], [-0.097, -0.034, 0.077], [-0.086, 0.114, -0.039], [-0.550, -0.242, -0.172], [0.321, 0.048, -0.066], [0.072, 0.115, 0.107], [0.094, 0.005, 0.008], [-0.113, -0.023, -0.007], [-0.079, 0.053, 0.127], [-0.354, 0.003, -0.054], [0.369, -0.266, 0.048], [0.018, -0.017, -0.039], [-0.017, -0.047, 0.031], [-0.001, -0.081, 0.011], [0.160, 0.025, 0.029], [-0.056, -0.084, -0.028], [0.022, -0.009, -0.018], [0.029, -0.039, 0.141], [0.026, -0.022, -0.025], [0.047, 0.016, 0.054], [0.094, 0.063, -0.021], [-0.053, 0.070, -0.081], [0.083, -0.033, -0.043], [-0.050, 0.042, -0.323], [0.008, -0.038, 0.058], [0.036, 0.011, 0.053], [0.044, -0.019, -0.006], [-0.145, 0.007, 0.011], [-0.038, 0.025, 0.086], [0.087, -0.016, 0.018], [0.010, -0.002, 0.004], [-0.016, 0.135, -0.076], [-0.004, 0.004, 0.017], [-0.040, 0.061, 0.070], [0.016, -0.004, 0.047], [0.046, 0.007, 0.044], [0.017, 0.004, -0.024], [0.113, -0.147, -0.009], [0.003, -0.029, 0.028], [-0.039, -0.014, 0.034], [-0.003, 0.007, -0.001], [0.001, -0.030, -0.001], [-0.025, 0.002, -0.021], [0.043, 0.082, -0.084], [0.052, -0.046, -0.007], [-0.007, 0.004, -0.004], [0.001, -0.007, 0.015], [0.015, 0.027, 0.028], [-0.001, 0.030, 0.006], [-0.004, -0.008, -0.001], [-0.006, -0.007, 0.000], [-0.001, 0.026, 0.005], [0.050, 0.036, 0.015], [0.017, 0.022, 0.003], [0.000, 0.034, -0.003], [-0.012, 0.007, -0.005], [-0.004, 0.003, 0.027], [-0.028, 0.019, -0.006], [-0.012, 0.021, -0.005], [-0.035, -0.045, 0.026], [-0.006, 0.017, -0.002], [-0.013, 0.055, 0.010], [0.003, -0.036, 0.043], [0.007, -0.094, 0.037], [-0.003, 0.060, 0.021], [0.036, 0.002, -0.029], [0.016, -0.021, 0.026], [0.002, 0.013, -0.003], [0.014, 0.008, 0.004], [0.014, -0.005, 0.019], [-0.007, 0.028, -0.092], [0.009, 0.009, -0.038], [-0.010, -0.077, -0.027], [-0.049, 0.003, 0.016], [0.051, 0.009, -0.041], [-0.019, -0.002, -0.009], [0.006, 0.042, 0.030], [0.054, 0.036, 0.052], [0.011, 0.014, -0.001], [-0.001, -0.026, -0.002], [0.014, 0.043, -0.009], [-0.035, -0.059, -0.033], [0.033, -0.110, 0.055], [0.027, -0.023, -0.005], [-0.099, 0.037, -0.101], [0.233, 0.073, 0.156], [-0.079, -0.119, 0.016], [-0.122, -0.015, -0.133], [0.053, 0.220, -0.045], [-0.414, -0.198, -0.358], [0.230, -0.096, 0.327], [-0.139, -0.062, -0.124], [0.460, 0.318, 0.301], [-0.253, -0.036, -0.207], [-0.019, 0.366, -0.231], [-0.069, -0.432, 0.090], [-0.028, -0.277, 0.151], [0.276, 0.281, 0.154], [0.045, -0.066, 0.099], [0.034, -0.011, 0.015], [-0.102, 0.116, -0.032], [0.053, 0.049, 0.004], [-0.322, -0.061, -0.334], [-0.135, -0.210, 0.035], [0.353, 0.175, 0.004], [-0.008, 0.025, 0.097], [-0.146, -0.045, -0.072], [0.096, -0.018, 0.117], [0.141, 0.177, 0.091], [0.011, 0.041, 0.002], [0.016, -0.033, -0.030], [-0.032, -0.012, 0.028], [-0.005, -0.021, 0.006], [0.039, -0.009, 0.035], [0.039, 0.028, 0.010], [0.012, -0.016, 0.015], [-0.014, -0.003, -0.017], [-0.004, -0.007, -0.009], [0.003, -0.001, 0.004], [0.013, 0.033, 0.007], [0.150, 0.015, 0.054], [-0.002, -0.012, 0.017], [-0.010, -0.016, 0.000], [0.034, -0.041, -0.056], [0.031, -0.105, 0.002], [0.010, -0.062, 0.043], [-0.151, 0.182, 0.239], [0.053, 0.042, -0.075], [0.050, 0.031, -0.089], [0.005, -0.002, 0.002], [0.019, -0.036, -0.030], [-0.030, -0.036, 0.043], [-0.011, 0.030, -0.022], [0.026, -0.018, -0.033], [-0.016, -0.217, -0.021], [-0.215, 0.126, 0.028], [0.030, -0.103, -0.059], [0.004, 0.048, 0.015], [0.097, 0.061, -0.005], [0.805, -1.088, -0.385], [0.638, 0.129, -0.500], [0.000, 0.005, -0.024], [0.001, -0.018, 0.005], [-0.011, -0.001, -0.013], [0.007, 0.004, -0.011], [-0.026, -0.006, 0.061], [-0.419, 0.226, -0.221], [0.108, 0.009, 0.041], [0.074, -0.056, -0.032], [0.006, -0.048, 0.011], [0.051, 0.020, -0.041], [0.024, 0.026, 0.042], [-0.043, -0.064, 0.006], [-0.017, 0.014, -0.068], [0.059, 0.011, 0.012], [0.031, -0.010, -0.001], [0.000, 0.038, 0.034], [-0.048, -0.023, -0.002]],
  "lowdin_charge": [0.905, -0.132, -0.551, -0.125, 1.094, -0.554, -0.118, -0.113, -0.361, -0.120, -0.112, -0.095, -0.116, -0.309, 0.643, -0.284, -0.106, -0.101, -0.106, -0.114, -0.354, 0.954, -0.516, -0.135, -0.115, -0.368, -0.021, -0.030, -0.329, -0.141, -0.123, -0.114, -0.110, -0.395, 1.047, -0.574, -0.134, -0.113, -0.559, -0.127, -0.132, 0.069, 0.051, 0.073, 0.086, 0.061, 0.046, 0.069, 0.041, 0.064, 0.016, 0.065, 0.067, 0.061, 0.051, 0.076, 0.086, 0.095, 0.081, 0.078, 0.090, 0.090, 0.074, 0.070, 0.070, 0.054, 0.070, 0.055, 0.071, 0.046, 0.123, 0.058, 0.085, 0.086, 0.081, 0.082, 0.067, 0.090, 0.091, 0.087, 0.064, 0.029, 0.061, 0.066, 0.065, 0.052, 0.065, 0.070, 0.084, 0.052, 0.068, 0.044, 0.063, 0.044, 0.069, -0.094, -0.087, -0.293, 0.001, -0.014, -0.152, -0.031, -0.022, -0.287, 0.189, -0.159, -0.130, 0.170, -0.082, -0.023, -0.052, -0.130, 0.128, -0.125, -0.141, 0.051, -0.153, -0.024, -0.006, -0.083, 0.088, 0.092, 0.092, 0.118, 0.114, 0.103, 0.097, 0.138, 0.103, 0.100, 0.087, 0.050, 0.105, 0.109, -0.171, -0.158, -0.215, -0.174, -0.212, -0.164, 0.071, 0.074, 0.048, 0.053, 0.074, -0.148, -0.605, -0.100, -0.119, -0.516, -0.642, -0.045, 0.101, 0.102, 0.103, 0.104, -0.363, 1.329, -0.324, -0.338, -0.016, -0.024, -0.020, -0.003, -0.024, -0.008, -0.009, -0.007, -0.015],
  "homo_lumo_gap_ha": 0.139,
  "de_lowest_kcal_mol": 39.5,
  "total_charge": -2
}